{"formula": "C35H61ClF20N2O10S", "method": "wB97M-V/def2-TZVPD", "species": ["C", "C", "C", "C", "C", "C", "C", "C", "C", "C", "C", "C", "C", "F", "F", "C", "F", "F", "C", "F", "F", "C", "F", "F", "C", "F", "F", "C", "F", "F", "C", "F", "F", "C", "F", "F", "F", "C", "Cl", "C", "N", "S", "N", "C", "C", "C", "F", "F", "F", "H", "H", "H", "H", "H", "H", "H", "H", "H", "H", "H", "H", "H", "H", "H", "H", "H", "H", "H", "H", "H", "C", "O", "H", "H", "H", "H", "C", "O", "H", "H", "H", "H", "C", "O", "H", "H", "H", "H", "C", "O", "H", "H", "H", "H", "C", "O", "H", "H", "H", "H", "C", "O", "H", "H", "H", "H", "C", "O", "H", "H", "H", "H", "C", "O", "H", "H", "H", "H", "C", "O", "H", "H", "H", "H", "C", "O", "H", "H", "H", "H"], "positions_angstrom": [[4.437165, -3.014742, 1.728917], [3.897922, -1.804777, 0.901724], [5.049327, -0.870039, 0.464594], [4.629331, 0.371632, -0.398421], [3.145332, 0.443875, -0.827953], [2.166917, 0.944205, 0.253192], [2.742099, 2.096702, 1.100166], [1.683160, 2.802628, 1.962403], [0.665178, 3.693301, 1.245247], [-0.737050, 3.347092, 1.506794], [-1.105021, 2.190827, 2.420228], [-1.142757, 0.832762, 1.683075], [-1.673701, -0.293556, 2.609067], [-0.629318, -1.195700, 2.706685], [-1.926706, 0.114082, 3.862979], [-2.840653, -1.118200, 1.984757], [-2.892675, -2.282351, 2.688497], [-2.471270, -1.453896, 0.729998], [-4.252416, -0.461293, 2.104944], [-4.815285, -0.895572, 3.239540], [-4.074772, 0.871770, 2.286880], [-5.191629, -0.595092, 0.870630], [-4.593936, 0.002583, -0.177916], [-6.283985, 0.153988, 1.154096], [-5.728777, -2.022860, 0.574885], [-4.776643, -2.966559, 0.641968], [-6.548886, -2.304820, 1.625800], [-6.633989, -2.183568, -0.680201], [-7.092887, -3.455215, -0.642475], [-7.726465, -1.402215, -0.628489], [-5.992727, -1.991643, -2.092270], [-5.959269, -0.711231, -2.488959], [-6.845517, -2.594239, -2.959767], [-4.611897, -2.666660, -2.353180], [-3.577758, -2.005194, -1.842275], [-4.612356, -3.945513, -1.989243], [-4.442709, -2.671752, -3.695080], [-1.733044, 4.063926, 0.961446], [-3.422655, 3.724384, 1.270978], [-1.472650, 5.158499, 0.095390], [-2.337867, 5.915197, -0.518804], [-1.480328, 7.011024, -1.361713], [-0.016887, 6.516382, -0.962936], [-0.073225, 5.484813, -0.144049], [0.992544, 4.748148, 0.452739], [2.414915, 5.199785, 0.165772], [2.878630, 4.632285, -0.969990], [3.262133, 5.004177, 1.183269], [2.443052, 6.528646, -0.058559], [5.532394, -3.061148, 1.699424], [4.147761, -2.897536, 2.781539], [3.988637, -3.949561, 1.372325], [3.250292, -1.241878, 1.580971], [3.390736, -2.179557, 0.007580], [5.775255, -1.463372, -0.110129], [5.575810, -0.542659, 1.369277], [4.990028, 1.272734, 0.109533], [5.204832, 0.303547, -1.332730], [2.851725, -0.511879, -1.272610], [3.089757, 1.171957, -1.654410], [1.292475, 1.362488, -0.281900], [1.747516, 0.130371, 0.861490], [3.468094, 1.652713, 1.801095], [3.329769, 2.744948, 0.445276], [1.221657, 2.024697, 2.569734], [2.222032, 3.456045, 2.665792], [-0.383881, 2.111947, 3.240769], [-2.052598, 2.423807, 2.912888], [-1.748015, 0.879313, 0.768771], [-0.117164, 0.572758, 1.400858], [9.081458, 0.221301, 1.587936], [8.093679, -0.792752, 1.783033], [8.618764, 1.191140, 1.751845], [9.899230, 0.087863, 2.301771], [9.470618, 0.177471, 0.572600], [8.519945, -1.640701, 1.634206], [0.000095, -2.354604, -1.188581], [0.222668, -0.954480, -1.337842], [0.962566, -2.857480, -1.148489], [-0.543616, -2.548692, -0.262016], [-0.570990, -2.736633, -2.039984], [-0.639764, -0.530753, -1.368925], [6.239762, 3.972123, -2.839237], [5.072918, 3.155978, -2.865656], [6.981185, 3.537819, -3.504693], [6.000050, 4.980029, -3.180585], [6.645763, 4.011979, -1.823717], [4.422855, 3.544102, -2.273262], [-1.102308, -5.810759, 0.048839], [-0.351838, -4.919422, 0.867208], [-0.429744, -6.579705, -0.322852], [-1.898993, -6.281755, 0.630462], [-1.536611, -5.273301, -0.799529], [-0.959665, -4.246501, 1.187723], [12.440985, 1.862599, 0.141466], [11.021493, 1.925789, 0.043183], [12.698241, 1.090123, 0.862397], [12.878012, 1.608541, -0.827531], [12.841195, 2.820156, 0.484051], [10.807620, 2.611322, -0.596092], [-9.811247, -3.122409, 0.969277], [-10.683096, -4.241032, 1.111088], [-10.361558, -2.221929, 1.233836], [-8.953957, -3.229440, 1.637679], [-9.468506, -3.043961, -0.061048], [-10.183018, -5.026986, 0.874293], [-4.700672, -2.014963, -6.999722], [-3.502578, -1.411704, -6.523495], [-4.543275, -2.324110, -8.030050], [-4.946457, -2.892277, -6.395555], [-5.524872, -1.297610, -6.962261], [-3.656981, -1.144220, -5.613651], [1.553275, -3.744954, 3.829004], [1.529742, -2.321582, 3.851633], [2.590049, -4.069064, 3.777235], [1.097022, -4.147066, 4.738273], [1.018366, -4.121627, 2.953223], [0.608403, -2.049373, 3.898037], [6.260461, 7.458850, -4.738940], [7.235708, 6.448069, -4.975944], [6.066434, 7.501693, -3.669667], [6.631021, 8.430714, -5.074773], [5.331067, 7.220145, -5.262410], [7.396188, 6.421531, -5.923060], [-13.544080, -3.690409, 2.299762], [-14.970154, -3.758707, 2.277583], [-13.169249, -4.483120, 2.941329], [-13.144267, -3.824996, 1.295002], [-13.223039, -2.723560, 2.698553], [-15.283435, -3.052405, 1.707060]], "atomic_forces_ev_per_a": [[-0.352, 0.444, -0.032], [1.108, -0.147, 0.455], [-0.439, 0.013, -0.023], [0.308, -0.904, -0.190], [0.536, 0.664, 0.132], [-0.601, 0.492, -0.533], [0.161, -1.114, 0.067], [0.956, 0.749, -0.187], [-0.222, -1.298, 0.696], [0.483, -0.510, 0.375], [0.091, 0.087, 0.287], [-0.463, 0.452, 0.594], [1.441, 0.462, -1.297], [-0.658, -0.054, 0.037], [-0.494, -0.214, -0.099], [0.557, -0.842, 1.295], [-0.172, 0.066, -0.254], [-0.424, 0.396, -0.033], [0.603, 0.523, 0.371], [-0.301, -0.324, -0.442], [0.062, -0.090, -0.483], [-0.562, 0.689, 0.319], [0.154, -0.562, -0.031], [0.119, -0.202, -0.005], [-0.820, -0.042, 1.349], [0.259, 0.370, -0.812], [-0.039, 0.241, -0.234], [-0.208, -0.474, -0.667], [0.532, -0.011, 0.105], [0.657, 0.367, 0.247], [-0.489, -0.333, -0.879], [0.434, 0.055, 0.716], [0.079, -0.191, 0.375], [0.178, -0.209, -1.601], [-0.349, -0.219, 0.439], [0.054, 0.361, 0.567], [-0.012, 0.272, 0.344], [-1.328, 0.297, -0.259], [0.379, 0.070, -0.157], [1.516, -0.715, 0.556], [-0.565, 0.810, -0.543], [-0.065, -0.847, 0.553], [1.009, 0.754, -0.614], [-1.598, 0.324, -0.324], [0.281, 0.017, 0.067], [-0.786, 0.994, -0.086], [0.328, -0.210, 0.347], [0.105, -0.425, -0.330], [0.116, -0.181, 0.070], [-0.211, -0.174, -0.140], [0.155, -0.038, -0.243], [0.298, 0.073, 0.101], [-0.357, -0.170, -0.513], [-0.304, 0.203, 0.309], [-0.117, 0.096, 0.192], [-0.030, -0.052, -0.217], [-0.308, 0.002, -0.218], [-0.098, 0.216, 0.210], [-0.181, 0.188, 0.259], [0.077, -0.164, 0.171], [0.153, -0.222, 0.070], [0.432, 0.162, 0.039], [-0.103, 0.250, -0.126], [-0.296, 0.095, 0.197], [-0.007, 0.268, -0.251], [-0.180, -0.200, -0.052], [-0.263, 0.054, -0.170], [0.077, -0.188, -0.295], [0.101, 0.144, 0.223], [-0.377, -0.143, -0.080], [-0.047, -0.524, -0.049], [-0.018, 0.144, 0.136], [-0.063, -0.049, 0.005], [0.077, 0.187, -0.048], [0.077, 0.157, 0.035], [-0.062, -0.012, -0.001], [-0.241, 0.272, -0.042], [0.011, -0.055, 0.033], [0.024, 0.079, 0.037], [0.110, -0.178, -0.065], [0.029, -0.164, 0.043], [0.035, 0.051, -0.060], [-0.423, 0.046, 0.292], [0.065, -0.173, -0.116], [-0.074, -0.031, -0.035], [0.218, 0.037, -0.026], [0.148, 0.075, -0.056], [0.024, -0.003, -0.014], [-0.085, 0.268, 0.174], [0.016, -0.122, -0.034], [0.047, 0.044, 0.035], [-0.034, -0.099, -0.123], [-0.045, -0.132, -0.073], [0.062, 0.017, 0.078], [-0.200, 0.199, -0.186], [0.160, 0.024, 0.017], [-0.076, -0.004, 0.003], [0.143, -0.022, 0.069], [0.146, -0.069, 0.024], [-0.077, -0.025, 0.022], [-0.058, -0.403, 0.012], [0.001, 0.118, 0.030], [-0.062, -0.061, 0.019], [0.053, 0.172, -0.036], [0.006, 0.136, 0.006], [-0.066, -0.028, 0.019], [0.095, 0.147, 0.339], [0.013, -0.035, -0.140], [0.079, 0.037, 0.016], [-0.143, -0.043, -0.115], [-0.112, -0.120, -0.086], [0.062, 0.006, -0.009], [-0.269, 0.185, 0.016], [0.179, -0.058, 0.127], [-0.045, 0.044, 0.015], [0.051, -0.138, -0.026], [0.076, -0.163, 0.016], [0.228, -0.022, 0.012], [0.142, -0.118, -0.293], [-0.018, 0.072, 0.092], [0.049, -0.046, -0.002], [-0.123, 0.076, 0.078], [-0.078, 0.114, 0.084], [0.044, -0.068, 0.025], [-0.341, 0.245, -0.247], [0.030, -0.095, 0.150], [-0.078, -0.020, -0.009], [0.183, -0.025, 0.087], [0.180, -0.064, 0.020], [-0.045, -0.034, 0.011]], "mulliken_charge": [-1.1881, 0.7144, -0.8001, -0.4971, -1.2611, 0.5991, -0.8155, -1.4275, 0.3135, -0.9641, -2.1655, 2.0228, 0.5473, -0.0312, -0.3616, 0.2711, -0.3938, 0.0755, 0.6182, -0.2688, -0.2208, 0.5624, -0.2787, -0.3164, 0.4604, -0.1883, -0.3165, 0.6156, -0.2930, -0.2759, 0.5857, -0.2740, -0.2981, 0.6791, -0.2176, -0.2390, -0.2697, 0.8531, -0.1989, 0.5752, -0.7007, 0.1347, -0.6024, 0.9690, -0.1431, 0.6419, -0.2305, -0.2596, -0.3036, 0.3576, 0.1305, 0.3093, -0.1457, -0.0004, 0.3059, 0.1731, 0.2123, 0.5531, 0.2032, 0.5949, 0.2694, -0.1735, 0.3963, 0.3511, 0.2308, 0.5679, 0.5229, 1.0998, 0.2576, -1.5685, -0.6021, -0.4464, 0.2552, 0.2646, 0.2769, 0.2495, -0.6165, -0.4200, 0.3739, 0.0815, 0.3322, 0.2147, -0.4080, -0.4696, 0.2559, 0.0989, 0.2592, 0.2530, -0.5891, -0.4273, 0.2610, 0.2844, 0.1812, 0.2055, -0.5502, -0.4383, 0.2117, 0.2661, 0.2589, 0.2671, -0.4154, -0.4939, 0.3038, 0.2025, 0.1602, 0.2580, -0.4607, -0.5146, 0.2579, 0.1889, 0.2319, 0.2960, -0.3977, -0.5282, 0.2447, 0.3253, 0.0449, 0.3333, -0.5553, -0.4878, 0.1991, 0.2924, 0.2707, 0.2878, -0.4435, -0.5391, 0.2337, 0.2107, 0.2334, 0.2918], "homo_lumo_gap_ev": 8.466, "homo_ha": -0.3501}